Computed, not measured: 8 unconnected molecules or ions with the total composition C29H81N7O8 in a non-equilibrium geometry, with wB97M-V/def2-TZVPD.

XYZ file:
```
125
Properties=species:S:1:pos:R:3:forces:R:3:mulliken_charge:R:1
C -5.6853 -5.0565 -5.9373 -0.38 -0.31 -0.28 -0.481
O -5.7384 -3.8892 -5.1488 0.40 0.21 0.29 -0.497
H -6.6498 -5.5642 -5.9285 -0.11 -0.19 0.04 0.239
H -5.4365 -4.8834 -6.9844 0.16 0.26 -0.07 0.231
H -4.9372 -5.7395 -5.5348 -0.02 0.21 0.17 0.214
H -6.1977 -3.1779 -5.6011 -0.05 -0.19 -0.16 0.294
C 1.8862 -4.2242 -9.7781 -0.19 -0.90 -2.41 -1.374
C 0.9532 -3.0745 -10.0955 0.66 1.20 0.63 0.878
C -0.3856 -3.3417 -10.8362 0.08 -0.95 0.07 -0.880
O -0.2106 -4.1574 -12.0624 -1.17 0.22 1.92 -0.341
C -0.6152 -5.5505 -11.8515 1.51 0.85 -0.34 -0.611
N 0.8565 -2.4205 -8.7885 -2.27 -0.28 0.36 -0.693
H 1.6387 -4.7452 -8.8533 0.31 0.42 0.12 0.375
H 2.9079 -3.8837 -9.9464 0.15 -0.03 0.95 0.378
H 1.7999 -4.9578 -10.5796 -0.05 -0.27 -0.04 0.253
H 1.4402 -2.2834 -10.6657 0.48 -0.67 -1.08 0.131
H -0.9054 -2.4127 -11.0703 0.56 0.32 -0.63 0.359
H -1.1371 -3.7701 -10.1730 0.21 -0.78 0.21 0.369
H -1.4395 -5.7001 -11.1542 -0.14 0.31 -0.18 0.287
H 0.2714 -6.0539 -11.4661 -0.15 -0.34 0.26 0.237
H -0.7982 -5.9931 -12.8307 -0.33 0.24 0.04 0.242
H 1.7353 -2.3220 -8.3006 -0.21 0.33 -0.30 0.207
H 0.2518 -1.6125 -8.8282 0.53 0.33 0.42 0.183
C -11.0084 7.5567 1.0457 -0.42 -1.25 0.47 -1.240
C -10.7141 7.5108 2.5785 0.67 2.13 -1.96 0.307
C -9.2275 7.8738 2.7305 0.27 -0.57 1.61 -0.796
O -8.4001 6.8008 2.2907 0.85 1.45 -2.57 -0.335
C -7.3319 7.3279 1.4409 0.01 -1.46 0.31 -0.796
N -11.5890 8.5641 3.1603 0.20 -1.63 0.42 -0.701
H -11.3491 8.4879 0.5930 0.71 0.50 0.47 0.338
H -11.8813 6.9332 0.8522 0.09 -0.40 -0.03 0.310
H -10.1435 7.1172 0.5487 -0.17 0.15 -0.40 0.333
H -10.7935 6.4644 2.8731 -0.75 0.30 0.66 0.354
H -8.8417 7.9655 3.7458 -0.95 0.40 0.76 0.398
H -9.0322 8.8608 2.3112 0.14 -0.12 -0.77 0.362
H -6.9248 6.4751 0.8977 0.24 -0.19 0.38 0.275
H -6.5554 7.7888 2.0514 0.04 0.01 0.09 0.324
H -7.5726 8.0089 0.6245 -0.92 0.33 0.35 0.340
H -11.3004 9.4482 2.7664 0.01 0.12 0.04 0.267
H -11.4698 8.5952 4.1628 -0.01 0.22 0.18 0.261
C 1.8927 -8.2183 -2.5996 1.65 1.01 1.50 -1.223
C 1.2626 -8.5061 -1.2101 0.89 0.92 -1.30 0.354
C 2.1973 -8.3362 0.0133 -0.72 -1.98 -0.75 -0.765
O 3.0881 -7.2840 -0.1013 0.23 -0.96 -0.26 -0.278
C 4.0170 -7.1393 0.9407 1.16 2.19 -0.60 -0.818
N 0.2236 -7.5717 -1.0441 -2.73 1.38 0.63 -0.686
H 2.8979 -8.6338 -2.6714 -0.26 -1.02 -0.43 0.348
H 2.2508 -7.1954 -2.4831 -0.50 0.58 -0.39 0.280
H 1.2818 -8.2904 -3.4994 -0.06 -0.37 0.42 0.350
H 0.8074 -9.4935 -1.2882 0.22 -0.28 0.69 0.278
H 2.6028 -9.3434 0.1094 1.10 0.03 0.54 0.338
H 1.5553 -8.1472 0.8736 -0.14 -0.26 0.28 0.405
H 4.9029 -7.7626 1.0626 -0.53 -1.29 -0.49 0.317
H 3.6406 -6.9199 1.9399 -0.63 -0.12 -0.08 0.307
H 4.4910 -6.2453 0.5353 0.29 0.53 0.83 0.276
H 0.4093 -6.5974 -1.2346 0.66 -0.05 -0.74 0.292
H 0.0221 -7.5082 -0.0565 -0.63 -0.28 0.14 0.226
C -3.4611 -3.4772 5.3136 -0.97 0.31 2.38 -1.287
C -4.8975 -3.6010 4.8122 -0.38 1.10 0.31 0.219
C -5.6857 -2.2753 4.9341 -0.42 0.31 -0.66 -0.707
O -6.9699 -2.3798 4.2665 0.19 0.60 0.41 -0.332
C -7.4336 -1.1543 3.6519 0.60 -0.84 -0.25 -0.711
N -4.7822 -4.0117 3.4759 -0.51 -0.62 -2.61 -0.675
H -3.5329 -3.0659 6.3205 0.11 0.06 0.46 0.362
H -2.8411 -2.7248 4.8261 -0.11 -0.47 -0.72 0.306
H -3.0048 -4.4540 5.4739 0.20 0.15 -0.64 0.341
H -5.5527 -4.3418 5.2704 0.61 -0.26 0.77 0.368
H -5.1344 -1.4805 4.4315 0.38 0.13 -0.11 0.410
H -5.8203 -1.9573 5.9680 -0.13 -0.11 0.21 0.313
H -6.9332 -1.0281 2.6918 0.18 -0.01 -0.20 0.297
H -7.2300 -0.2404 4.2099 -0.11 -0.17 0.48 0.310
H -8.4962 -1.2472 3.4271 0.04 -0.11 0.36 0.253
H -4.6159 -3.2014 2.8964 0.57 0.23 -0.25 0.229
H -5.6782 -4.3106 3.1182 -0.25 -0.31 0.05 0.305
C 11.2538 -1.6282 3.1248 -0.14 1.06 -0.83 -1.344
C 12.5532 -1.0288 2.5919 1.76 -1.10 1.26 0.489
C 13.2113 -0.0064 3.5545 -0.65 1.37 0.20 -0.743
O 12.5575 1.2798 3.6863 0.24 -0.07 -0.16 -0.358
C 12.8844 2.2613 2.6952 -1.52 -0.58 -0.17 -0.728
N 13.5420 -2.1856 2.4897 -1.06 1.08 -0.68 -0.737
H 10.5318 -0.8140 3.1857 -0.21 -0.04 0.22 0.345
H 11.3222 -2.1038 4.1032 0.25 -0.07 -0.12 0.327
H 10.8984 -2.3100 2.3522 -0.08 -0.26 0.31 0.343
H 12.3850 -0.5916 1.6077 0.12 -0.13 -0.05 0.302
H 14.2549 0.2604 3.3876 0.28 -0.61 -0.75 0.434
H 13.2104 -0.4298 4.5589 -0.24 -0.11 0.12 0.286
H 12.4754 1.9523 1.7332 0.40 -0.33 -0.41 0.289
H 13.9276 2.5558 2.5809 0.17 -0.26 0.38 0.301
H 12.2487 3.1232 2.8980 0.38 0.18 0.49 0.270
H 14.4062 -1.8276 2.1086 0.24 -0.08 0.01 0.257
H 13.7322 -2.5231 3.4224 0.06 -0.05 0.17 0.268
C 2.7681 9.9846 4.5938 -0.02 0.05 -0.11 -1.287
C 1.9976 9.1538 3.5560 -0.15 -0.15 -0.89 0.485
C 0.7129 8.3847 3.9916 1.15 -0.19 2.12 -0.706
O 1.1204 7.4325 5.0545 -1.68 -0.44 -0.55 -0.315
C 0.0299 6.4974 5.3880 0.12 1.09 -1.32 -0.758
N 1.7550 9.9572 2.3127 0.13 -0.58 0.96 -0.700
H 3.7345 10.3252 4.2222 -0.01 -0.27 -0.55 0.345
H 3.0253 9.4448 5.5052 -0.51 -0.12 0.02 0.329
H 2.2714 10.9263 4.8274 -0.43 -0.14 0.25 0.318
H 2.6440 8.3550 3.1923 0.28 -0.08 0.25 0.201
H 0.2510 7.8675 3.1506 0.21 -0.22 -0.17 0.355
H -0.0464 9.0283 4.4357 -0.10 0.35 -0.05 0.331
H -0.8972 6.9748 5.7052 0.27 0.68 0.81 0.317
H 0.3167 5.7206 6.0968 0.40 0.36 -0.15 0.261
H -0.3680 6.0667 4.4692 0.59 -0.64 -0.33 0.304
H 1.2630 9.3313 1.6912 -0.08 0.13 -0.42 0.266
H 1.1358 10.7339 2.4953 -0.16 0.16 0.13 0.253
C -1.4425 0.1679 -0.6121 0.36 -0.48 -0.23 -1.370
C -0.1087 -0.2940 -1.2459 -0.48 0.80 0.59 0.390
C 1.0440 -0.3444 -0.2216 -0.83 0.79 -1.37 -0.629
O 1.2635 1.0165 0.1793 2.46 -1.57 1.02 -0.310
C 2.4588 0.9710 1.0614 -1.26 0.62 -0.42 -0.759
N -0.2998 -1.5722 -1.8849 0.02 -0.69 -0.09 -0.685
H -1.4769 1.2338 -0.3867 0.23 -0.18 0.27 0.309
H -1.6423 -0.4608 0.2557 0.04 0.27 0.32 0.318
H -2.2792 -0.0361 -1.2803 0.04 0.07 -0.32 0.430
H 0.1663 0.4080 -2.0330 0.21 0.61 0.27 0.251
H 1.9228 -0.7494 -0.7235 0.31 0.11 -0.18 0.326
H 0.8557 -1.0421 0.5944 -0.40 0.20 0.39 0.359
H 2.1766 0.3873 1.9377 -0.01 0.51 0.43 0.320
H 2.7616 2.0048 1.2276 -0.39 -0.08 0.50 0.259
H 3.3698 0.4847 0.7127 -0.28 -0.30 -1.03 0.307
H 0.3751 -1.6229 -2.6345 0.16 -0.42 -0.10 0.262
H -1.1970 -1.5419 -2.3478 -0.17 -0.26 -0.06 0.224
```
Positions in Å, forces in eV/Å.

- Gap between HOMO and LUMO: 9.3729 eV
- Max |F|: 3.1 eV Å⁻¹
- E: -58188.0769 eV
- ΔE to the lowest compared entry with this formula, charge and spin: 538.1 kJ/mol
- Highest occupied orbital energy: -8.8 eV

---

Computed, not measured: a molecular structure, C29H85N3O12 in a non-equilibrium geometry, with wB97M-V/def2-TZVPD.

XYZ file:
```
129
Properties=species:S:1:pos:R:3:forces:R:3:mulliken_charge:R:1
C 5.7697 -29.4373 -5.3148 0.76 -1.26 0.59 -0.610
C 6.6906 -30.6829 -5.0273 0.27 -0.67 -0.72 1.092
C 5.9410 -32.0147 -5.2001 -0.30 0.94 -1.11 -1.753
O 7.8806 -30.5877 -5.8689 -2.73 -7.99 -0.95 -0.658
H 5.3523 -29.5232 -6.3181 -0.40 0.01 0.24 0.468
H 6.4125 -28.5591 -5.2533 -1.51 -0.28 -0.70 -0.785
H 5.0752 -29.4004 -4.4756 -0.60 0.12 -0.41 0.444
H 7.1916 -30.6206 -4.0613 -1.78 0.19 0.08 -0.661
H 6.4322 -32.9511 -4.9355 0.01 0.60 -0.19 0.277
H 5.6962 -32.0398 -6.2620 -0.15 -0.35 -0.18 0.497
H 4.9814 -31.9525 -4.6869 0.00 -0.03 0.22 0.373
H 8.2691 -29.7873 -5.5082 -0.27 -0.33 -1.51 1.457
C 10.1112 -33.0450 -4.8546 -2.26 -4.36 4.18 -0.626
C 9.6850 -33.0244 -3.3492 -2.60 -0.08 -0.60 1.120
C 8.1700 -32.7294 -3.2084 0.83 -2.24 -1.26 -0.355
O 10.0401 -34.2054 -2.6793 0.45 -1.36 -0.40 -0.743
H 9.8922 -32.0904 -5.3328 -4.18 -3.55 4.81 0.741
H 9.6275 -33.8425 -5.4186 -0.47 -0.14 0.25 0.264
H 11.1784 -33.2593 -4.9124 -0.89 -0.69 0.06 0.486
H 10.1718 -32.2182 -2.8005 -0.85 -0.32 -0.52 0.250
H 7.8972 -32.9438 -2.1751 1.61 0.14 -3.47 -0.127
H 7.5153 -33.4156 -3.7456 0.73 -0.45 -0.27 0.626
H 7.9212 -31.7481 -3.6125 0.13 -0.96 1.00 -0.221
H 10.0612 -34.0955 -1.7259 -0.20 0.32 0.09 0.498
C 9.7272 -30.3651 -3.6028 0.18 2.02 -1.43 -0.375
C 9.3585 -28.9638 -4.2480 0.11 -1.00 3.45 -0.568
C 10.3016 -28.4502 -5.2501 0.74 0.13 -0.22 0.150
O 8.0116 -29.0198 -4.6912 3.68 3.32 5.32 0.516
H 10.7591 -30.4536 -3.2630 -0.87 1.17 -0.08 0.881
H 9.6619 -31.1546 -4.3514 -0.92 1.40 0.99 -0.957
H 9.1333 -30.5846 -2.7156 -0.67 0.41 -1.93 -0.391
H 9.2729 -28.2328 -3.4441 0.83 -0.76 0.20 -0.278
H 10.6184 -29.2767 -5.8863 -0.27 1.53 -0.48 0.011
H 11.1991 -28.1178 -4.7285 -0.91 -0.18 -0.19 -1.691
H 9.8082 -27.6680 -5.8269 0.51 -0.03 0.38 -0.940
H 7.6964 -28.1375 -4.4820 -0.21 0.18 -0.12 1.305
C 8.5842 -24.5857 -8.0729 -0.85 0.96 -0.33 -1.729
C 9.5808 -25.5519 -7.5759 0.37 -2.69 -0.22 2.465
C 9.2510 -27.0614 -8.0089 0.24 2.85 0.56 -1.493
O 10.8421 -25.2218 -8.1327 0.45 0.26 -0.19 -0.638
H 8.3602 -24.8331 -9.1105 -0.16 0.17 -0.06 0.374
H 8.9392 -23.5560 -8.0290 0.29 -0.04 -0.06 0.444
H 7.6557 -24.5655 -7.5025 -0.15 -0.41 0.00 0.276
H 9.6987 -25.5477 -6.4923 -0.35 0.20 0.19 -1.266
H 9.8219 -27.8159 -7.4677 0.42 1.98 -0.43 0.253
H 9.4074 -27.1762 -9.0815 0.33 0.30 -0.05 0.685
H 8.2172 -27.3751 -7.8645 -0.25 0.39 0.29 0.407
H 11.5148 -25.3029 -7.4526 0.05 -0.06 -0.05 0.341
C 10.3562 -23.6159 -3.1861 -0.41 1.39 0.46 -1.290
C 11.6433 -23.4760 -3.9133 2.24 -0.73 0.12 0.499
C 11.9905 -24.7854 -4.6606 0.04 -0.23 0.07 1.113
O 12.6329 -25.7328 -3.8237 0.58 1.47 1.67 -0.370
C 13.1927 -26.8417 -4.4462 -0.87 -0.67 -2.50 -0.570
N 11.7045 -22.3385 -4.8130 -0.72 0.43 -0.87 -0.772
H 10.4809 -24.0988 -2.2168 -0.17 -0.89 -0.41 0.317
H 9.6269 -24.0167 -3.8901 0.15 0.22 0.67 0.302
H 9.9844 -22.6452 -2.8581 -0.05 0.36 -0.26 0.527
H 12.5169 -23.2938 -3.2873 -0.21 -0.70 1.04 0.350
H 12.5923 -24.4952 -5.5219 0.37 -0.27 -0.20 0.571
H 11.0853 -25.2807 -5.0117 0.04 0.34 -0.58 -1.315
H 13.8255 -27.5494 -3.9107 0.11 1.53 0.24 0.373
H 13.6661 -26.5730 -5.3906 0.51 0.31 -0.09 0.562
H 12.3675 -27.4805 -4.7610 0.88 0.44 -0.12 1.029
H 12.6663 -22.1982 -5.0878 0.18 -0.22 -0.35 0.278
H 11.5221 -21.5032 -4.2753 -0.42 0.16 0.09 0.258
C 11.3402 -31.3889 -5.8640 4.08 2.39 -3.65 -1.073
C 12.2604 -31.2897 -7.0975 -1.89 -1.40 -1.27 0.148
C 12.7072 -32.7271 -7.5589 0.10 1.30 1.42 -1.204
O 13.3796 -32.6025 -8.7901 0.28 -1.11 0.71 -0.377
C 13.5694 -33.8869 -9.3938 0.39 0.94 -0.30 -0.789
N 11.4381 -30.7882 -8.2282 2.33 0.23 0.15 -0.604
H 10.3694 -31.8761 -5.9555 4.41 2.78 -6.37 0.771
H 11.1149 -30.4013 -5.4616 1.09 -1.16 0.16 0.001
H 11.8625 -32.0549 -5.1771 0.10 1.28 -2.28 -0.128
H 13.1256 -30.6552 -6.9051 0.07 0.02 -0.18 0.631
H 11.8665 -33.4195 -7.6026 -0.60 0.19 -0.47 0.503
H 13.2943 -33.1624 -6.7502 0.92 -0.18 -0.05 0.529
H 14.0456 -34.6399 -8.7657 -0.21 0.10 0.56 0.299
H 14.3001 -33.7052 -10.1819 -0.43 -0.14 -0.39 0.273
H 12.5966 -34.2328 -9.7434 0.14 -0.29 -0.27 0.333
H 10.5500 -31.2668 -8.1798 0.46 -0.56 -0.77 0.582
H 11.9563 -31.0639 -9.0501 -0.25 0.03 -0.46 0.352
C 7.1788 -27.8387 -1.7215 -0.20 -0.64 0.62 -0.961
C 6.2492 -29.0683 -1.6151 0.54 -0.06 1.05 2.243
C 6.4493 -29.8759 -0.2781 -0.10 0.29 -0.47 -0.966
O 6.3124 -31.2714 -0.4400 -0.60 -0.34 -0.79 -0.515
C 7.5239 -31.9448 -0.8238 -1.51 1.78 3.89 0.624
N 4.8382 -28.6769 -1.7071 0.16 -0.28 -0.29 -0.802
H 8.2188 -28.1271 -1.5685 0.14 -0.32 -0.23 0.047
H 7.0233 -27.1421 -0.8977 -0.48 0.15 -0.02 0.518
H 7.0980 -27.3167 -2.6749 -0.35 -0.20 0.39 0.118
H 6.4882 -29.8184 -2.3690 0.28 0.19 -0.42 -1.091
H 5.6719 -29.5910 0.4309 0.08 0.19 -0.01 0.533
H 7.4306 -29.6647 0.1469 0.11 0.20 0.17 0.188
H 7.3119 -32.9136 -1.2760 -1.40 0.98 2.27 0.409
H 8.0215 -32.0842 0.1359 0.45 -0.38 -0.11 0.533
H 8.1384 -31.2518 -1.3985 -0.63 -0.78 -0.22 -1.285
H 4.7015 -28.0510 -2.4879 0.15 0.41 -0.14 0.307
H 4.3814 -29.5140 -2.0398 -0.59 -0.27 0.30 0.353
C 10.1038 -30.4932 -0.6150 0.56 0.69 2.01 -0.695
O 10.2044 -31.7506 -0.0103 0.12 -2.66 -0.12 -0.507
H 9.4291 -29.9690 0.0618 0.16 0.92 -0.31 0.207
H 11.1282 -30.1252 -0.5577 -0.64 1.18 -0.47 0.647
H 9.6623 -30.5403 -1.6104 1.31 0.11 1.67 0.552
H 10.9993 -31.8707 0.5144 -0.07 0.35 -0.01 0.376
C 8.8043 -26.0785 -3.8265 -1.41 -0.89 0.19 -0.815
O 7.8324 -26.8713 -4.6017 0.51 4.88 0.13 -0.637
H 9.0315 -26.7540 -3.0017 0.30 0.86 0.01 0.045
H 9.7080 -25.8641 -4.3970 -0.69 -0.13 0.10 -0.418
H 8.2770 -25.2176 -3.4156 0.26 0.00 -0.24 0.735
H 7.2816 -26.3003 -5.1422 -0.02 0.18 -0.15 0.241
C 9.0809 -29.5842 -7.7215 -0.35 -1.17 0.46 0.486
O 7.8764 -30.1842 -8.1016 0.32 0.57 -3.18 -0.917
H 8.9067 -29.1283 -6.7469 0.03 0.72 -1.26 -1.670
H 9.8609 -30.3071 -7.4824 -1.31 0.84 0.16 -0.083
H 9.4915 -28.8668 -8.4320 -0.55 -1.91 -0.28 0.969
H 7.7059 -30.6443 -7.2765 -0.79 -0.55 0.45 0.402
C 12.2117 -32.0032 -3.1543 -0.03 -2.98 0.81 -0.161
O 12.3178 -30.9526 -2.2946 -0.33 -2.59 2.60 -1.144
H 11.7187 -31.6812 -4.0715 0.79 0.23 2.08 -0.808
H 13.1725 -32.4711 -3.3685 0.23 -0.07 -0.20 0.528
H 11.5102 -32.6898 -2.6803 1.65 -0.68 -0.46 0.403
H 12.3238 -31.2569 -1.3841 0.14 -0.32 -0.08 0.506
C 13.3238 -29.0759 -2.4812 0.44 1.56 0.41 -0.400
O 12.7547 -29.3282 -3.7663 0.74 0.82 0.13 -0.583
H 14.2737 -29.6047 -2.4024 0.02 -0.10 0.37 0.136
H 13.5314 -28.0229 -2.2912 -0.12 0.05 -0.48 0.569
H 12.6121 -29.3921 -1.7187 0.86 1.39 0.14 -0.170
H 12.4341 -30.2281 -3.6719 0.41 1.04 -0.78 0.007
```
Positions in Å, forces in eV/Å.

- Gap between HOMO and LUMO: 7.7541 eV
- Max |F|: 8.5 eV Å⁻¹
- E: -60463.1328 eV
- Highest occupied orbital energy: -7.9 eV

---

Which of these has the highest max |F|? C29H85N3O12

---

Among the records above, which one has the highest highest occupied orbital energy? C29H85N3O12

---

The highest max |F| belongs to which entry? C29H85N3O12